(1)
The following is a DFT calculation (wB97M-V/def2-TZVPD) of one molecule with the formula C4H5Cl at a distorted geometry.

```
10
Properties=species:S:1:pos:R:3:forces:R:3
C 1.3107 0.3115 0.0679 -3.0 -1.4 -1.5
H 1.3473 1.4115 -0.1967 0.1 -1.4 0.7
H -0.4195 -1.3969 0.4536 -0.1 1.3 -0.9
C -0.3681 -0.3420 0.0595 8.1 -0.6 1.8
Cl 4.0169 0.0762 -0.0437 0.2 0.5 -0.2
C -1.3187 0.4868 -0.0789 -3.1 -0.8 -0.5
C 2.3789 -0.4969 0.0097 -0.4 0.6 0.9
H 2.4860 -1.5643 0.1832 -1.0 0.1 -0.2
H -2.2126 -0.0927 -0.0425 -1.4 0.3 0.1
H -1.4154 1.4836 -0.3634 0.5 1.5 -0.3
```
Forces are in eV/Å.

The electronic energy is -615.499209 Eh. The max |F| is 0.1612 Eh/bohr. Its charge is 0. The frontier orbital gap is 10.51 eV. The HOMO energy is -9.35 eV. The relative energy (zero: lowest compared OMol25 entry of this formula, charge and spin) comes out at 35.4 kcal/mol. Its structure (SMILES) is C=C/C=C/Cl.

These are the Mulliken partial charges, in e, on atoms 1 to 4: -0.2342 0.2430 0.2592 0.0061

(2)
The following is a DFT calculation (wB97M-V/def2-TZVPD) of one molecule with the formula C4H5Cl2FS at a distorted geometry.

```
13
Properties=species:S:1:pos:R:3:forces:R:3
S -1.0085 2.7070 0.5641 0.8 -0.6 -0.8
H -2.1842 -0.9991 1.4041 -0.2 0.2 0.2
C -1.3121 -0.9698 0.7816 0.7 -0.4 -0.3
C -0.3647 -0.0410 0.7369 0.1 0.4 -0.2
Cl 1.8336 -1.5830 0.0753 -0.1 0.1 0.2
H -1.0964 1.1018 2.3958 -0.3 0.2 -0.1
F -1.2092 -2.0849 0.0248 -0.2 0.5 0.2
C 0.7919 -0.1577 -0.2382 0.8 0.6 0.8
C -0.4244 1.2411 1.5526 1.0 -0.1 -0.2
H -0.2693 2.4743 -0.6123 -0.7 0.1 1.3
H 0.5760 1.4957 2.0098 -0.9 -0.4 -0.6
Cl 0.3060 -0.1681 -1.9182 -0.3 0.1 -0.6
H 1.4755 0.7127 -0.1152 -0.6 -0.6 -0.1
```
Forces are in eV/Å.

The electronic energy is -1573.816555 Eh. The max |F| is 0.0299 Eh/bohr. Its charge is 0. The frontier orbital gap is 10.10 eV. The HOMO energy is -9.49 eV. The relative energy (zero: lowest compared OMol25 entry of this formula, charge and spin) comes out at 10.3 kcal/mol. Its structure (SMILES) is F/C=C(/CS)C(Cl)Cl.

These are the Mulliken partial charges, in e, on atoms 1 to 4: -0.1898 0.3966 -0.1884 0.2863